*a*
{
  "formula": "C2H7NO2S2",
  "method": "the ωB97M-V functional and the def2-TZVPD basis",
  "homo_ev": -9.152,
  "charge": 0,
  "lumo_energy_ev": 0.42,
  "symbols": ["H", "S", "O", "H", "O", "C", "H", "N", "C", "H", "H", "H", "H", "S"],
  "coordinates": [[-0.6721, -0.5145, -0.9566], [2.2466, -1.0005, -0.5015], [1.6596, 2.8459, 0.5411], [0.9992, -2.1457, 0.7389], [2.0245, 0.5392, 0.1369], [-0.3663, 1.1988, 0.5645], [-0.9303, 1.9133, 1.1873], [2.0084, -2.0611, 0.5691], [-1.2556, 0.4257, -0.5628], [-1.4955, 1.0373, -1.4160], [-0.0328, 0.5435, 1.2756], [-2.2822, 0.0850, -0.1867], [3.6947, -0.9475, -0.6841], [1.1019, 1.8537, -0.2688]]
}

*b*
{
  "formula": "C2H7NO2S2",
  "method": "the ωB97M-V functional and the def2-TZVPD basis",
  "homo_ev": -8.882,
  "charge": 0,
  "smiles": "NC=O.OSCS",
  "lumo_energy_ev": 0.55,
  "symbols": ["O", "S", "H", "C", "H", "H", "H", "O", "H", "N", "H", "S", "C", "H"],
  "coordinates": [[0.1554, -2.2332, -0.1894], [2.6737, 1.1430, 0.5659], [2.9295, -1.0568, -0.3997], [2.0935, -0.3804, -0.2314], [-0.8063, 0.4085, 0.7711], [-1.8382, 1.8083, 0.6323], [1.6140, -0.1016, -1.1681], [-1.7139, -0.6695, -1.3292], [-0.5844, -1.7852, -0.6802], [-1.5367, 0.9186, 0.2726], [3.0579, 0.5604, 1.7009], [0.8419, -1.1894, 0.8472], [-2.0515, 0.3899, -0.8376], [-2.8252, 1.0180, -1.3071]]
}

Stability verdict: *b*, ahead by 3.868 eV